1.
Here is a structure of composition C12H24BF5N3O8PPbS2 from OMol25. Energies are from ωB97M-V with the def2-TZVPD basis set.

```
57
Properties=species:S:1:pos:R:3
C 3.619 0.561 3.466
C 2.853 1.638 2.704
C 2.531 1.284 1.252
N 1.840 0.004 0.992
C 0.435 -0.170 1.136
S 0.118 -1.105 2.746
O -1.264 -1.325 2.948
O 1.098 -2.111 2.871
F 0.529 0.094 3.657
O -0.194 1.163 1.400
S -1.654 1.380 1.033
O -1.846 2.856 1.392
O -2.672 0.689 1.765
C -1.800 1.129 -0.761
O -3.066 0.531 -0.817
B -1.895 2.625 -1.476
N -3.042 2.838 -2.290
O -0.915 3.572 -1.319
C -0.559 0.242 -1.235
C 0.629 1.195 -1.487
C -0.935 -0.366 -2.623
F -1.814 0.496 -3.215
F -1.598 -1.515 -2.503
C 0.213 -0.568 -3.674
F -0.129 -1.591 -4.438
F 0.278 0.523 -4.428
C -0.175 -0.870 -0.155
O -1.365 -1.529 0.135
C -1.416 -2.930 0.527
C -1.626 -3.920 -0.598
P 1.181 -2.049 -0.842
N 1.727 -3.091 0.169
H 3.228 -0.447 3.327
H 4.683 0.594 3.244
H 3.530 0.749 4.536
H 1.975 1.987 3.247
H 3.502 2.514 2.632
H 2.040 2.130 0.779
H 3.492 1.193 0.742
H 2.329 -0.745 1.473
H -3.294 0.366 -1.744
H -3.052 3.764 -2.708
H -3.944 2.699 -1.851
H -1.125 4.361 -0.809
H 1.567 0.661 -1.587
H 0.752 1.927 -0.702
H 0.477 1.760 -2.405
H 1.196 -0.769 -3.257
H -0.586 -3.228 1.166
H -2.287 -2.983 1.177
H -0.712 -4.253 -1.083
H -2.361 -3.572 -1.319
H -2.058 -4.808 -0.134
H 2.157 -1.254 -1.453
H 0.468 -2.612 -1.904
H 2.732 -3.047 0.290
Pb -3.794 3.333 2.015
```

Results
* HOMO level: -14.0 eV
* gap between HOMO and LUMO: 3.845 eV
* lowest unoccupied orbital energy: -10.12 eV
* net charge: +2

2.
Here is the molecule C12H24BN4O3P from OMol25. Energies are from ωB97M-V with the def2-TZVPD basis set.

```
45
Properties=species:S:1:pos:R:3
C -3.043 2.279 1.424
C -2.260 3.675 1.308
C -1.286 3.730 0.060
C -0.097 2.697 0.119
C 0.992 3.009 1.220
C 2.128 1.883 1.147
C 1.599 0.551 1.810
C 2.491 -0.706 1.334
C 1.588 -1.557 0.392
N 0.788 -2.714 0.682
C 0.163 -3.073 -0.493
B -0.834 -4.345 -0.493
N -1.921 -4.349 0.552
O -0.750 -5.438 -1.357
N 0.470 -2.264 -1.570
P -0.023 -2.295 -3.261
N -0.809 -3.590 -3.706
C 1.357 -1.283 -1.003
C 1.867 -0.163 -1.965
O 0.974 0.611 -2.398
O 3.087 -0.046 -2.347
H -4.156 2.414 1.471
H -2.698 1.793 2.378
H -2.812 1.583 0.573
H -3.054 4.457 1.161
H -1.741 3.939 2.278
H -1.917 3.453 -0.840
H -0.961 4.796 -0.090
H 0.432 2.742 -0.878
H -0.523 1.670 0.276
H 1.508 3.972 0.933
H 0.590 3.089 2.266
H 2.981 2.247 1.794
H 2.475 1.763 0.083
H 0.532 0.337 1.538
H 1.672 0.585 2.935
H 3.431 -0.401 0.807
H 2.785 -1.332 2.226
H 0.717 -3.148 1.604
H -2.636 -3.660 0.271
H -1.539 -3.963 1.429
H -1.662 -5.547 -1.707
H -0.824 -1.143 -3.472
H 1.177 -2.224 -4.047
H -0.257 -4.038 -4.446
```

Results
* HOMO level: -8.3 eV
* gap between HOMO and LUMO: 7.498 eV
* lowest unoccupied orbital energy: -0.75 eV
* net charge: 0

3.
Here is a cluster of 3 separate species, C12H24BO9PS3 in total from OMol25. Energies are from ωB97M-V with the def2-TZVPD basis set.

```
50
Properties=species:S:1:pos:R:3
C -0.768 5.131 -0.938
O -0.582 3.717 -1.084
B -1.255 2.885 -0.213
O -2.229 2.041 -0.641
C -0.691 2.810 1.270
O -1.512 2.060 2.234
C -0.652 1.857 3.255
O -0.877 1.916 4.413
O 0.591 1.548 2.737
C 0.581 1.973 1.373
P 2.117 2.870 0.898
S 2.181 4.775 1.278
H -0.389 5.489 0.024
H -1.826 5.392 -1.057
H -0.206 5.620 -1.738
H -1.949 1.664 -1.501
H -0.533 3.798 1.721
H 0.491 1.101 0.706
H 2.249 2.531 -0.454
H 3.120 2.136 1.545
O -1.048 0.572 -2.682
S -1.909 -0.510 -3.119
O -3.317 -0.264 -3.290
C -1.221 -1.224 -4.605
C -0.296 -2.324 -4.088
C -1.065 -3.028 -2.963
C -1.663 -1.940 -2.060
H -0.713 -0.443 -5.167
H -2.052 -1.625 -5.182
H -0.019 -3.014 -4.883
H 0.621 -1.882 -3.691
H -1.868 -3.628 -3.396
H -0.426 -3.695 -2.387
H -2.623 -2.225 -1.639
H -0.984 -1.652 -1.259
O 1.431 -1.403 0.144
S 1.256 -2.560 0.996
O 0.967 -3.845 0.410
C 2.654 -2.673 2.107
C 2.232 -1.844 3.317
C 0.769 -2.215 3.594
C 0.027 -2.177 2.253
H 3.539 -2.304 1.594
H 2.779 -3.725 2.362
H 2.871 -2.045 4.175
H 2.307 -0.779 3.087
H 0.721 -3.221 4.014
H 0.309 -1.536 4.309
H -0.768 -2.915 2.183
H -0.367 -1.189 2.034
```

Results
* HOMO level: -9.0 eV
* gap between HOMO and LUMO: 9.430 eV
* lowest unoccupied orbital energy: 0.39 eV
* SMILES: COB(O)[C@H]1OC(=O)O[C@@H]1[PH2]=S.O=S1(=O)CCCC1.O=S1(=O)CCCC1
* net charge: 0

4.
Here is a cluster of 8 separate species, C12H24Cl4N6O10 in total from OMol25. Energies are from ωB97M-V with the def2-TZVPD basis set.

```
56
Properties=species:S:1:pos:R:3
N -1.065 -3.125 -1.384
C -0.287 -3.636 -0.391
C -0.790 -4.260 0.758
C -2.171 -4.545 0.847
C -2.984 -4.181 -0.262
C -2.369 -3.457 -1.307
H 0.742 -3.309 -0.409
H -0.039 -4.564 1.471
H -2.555 -5.066 1.711
H -3.959 -4.582 -0.496
H -3.008 -3.334 -2.170
C 0.634 3.991 -2.549
N -0.260 4.647 -1.614
O -1.131 3.922 -1.168
O -0.031 5.838 -1.423
H 1.346 3.412 -1.961
H 1.207 4.665 -3.186
H 0.172 3.299 -3.253
C -3.951 2.318 -2.071
N -4.492 1.427 -3.218
O -5.393 0.647 -2.907
O -3.930 1.552 -4.330
H -4.385 3.318 -2.050
H -2.865 2.274 -2.146
H -4.101 1.789 -1.130
C 3.699 -1.212 3.875
N 3.333 -0.843 2.453
O 4.014 -1.249 1.462
O 2.265 -0.334 2.404
H 4.770 -1.101 4.044
H 3.518 -2.278 4.011
H 3.200 -0.692 4.694
C 1.639 3.492 3.108
N 2.321 4.815 3.286
O 3.518 4.814 3.312
O 1.573 5.731 3.337
H 0.755 3.676 2.497
H 1.301 3.170 4.093
H 2.165 2.698 2.577
C 1.273 -2.998 -3.356
N 2.042 -1.863 -2.826
O 1.906 -0.805 -3.463
O 2.714 -1.982 -1.811
H 0.256 -2.656 -3.545
H 1.337 -3.835 -2.661
H 1.675 -3.172 -4.354
C 0.523 0.318 -0.641
Cl 0.666 1.814 0.261
Cl -1.089 0.227 -1.338
H 1.276 0.215 -1.423
H 0.672 -0.497 0.067
C -1.135 -0.967 2.819
Cl -1.054 -1.871 4.248
Cl -0.724 0.734 3.021
H -0.580 -1.459 2.020
H -2.166 -0.928 2.467
```

Results
* HOMO level (alpha / beta): -0.7 / -4.7 eV
* gap between HOMO and LUMO (alpha / beta): 2.599 / 6.563 eV
* lowest unoccupied orbital energy (alpha / beta): 1.86 / 1.86 eV
* spin multiplicity: 2
* net charge: -1

5.
Here is a cluster of 4 separate species, C12H24Cl4O2 in total from OMol25. Energies are from ωB97M-V with the def2-TZVPD basis set.

```
42
Properties=species:S:1:pos:R:3
C -0.598 -3.882 -1.511
C -1.644 -3.212 -2.371
C -1.573 -3.827 -3.728
O -0.425 -4.679 -3.699
C -0.229 -5.100 -2.317
H -0.989 -4.167 -0.534
H 0.271 -3.227 -1.441
H -1.420 -2.147 -2.312
H -2.628 -3.305 -1.911
H -1.586 -3.167 -4.596
H -2.443 -4.462 -3.894
H 0.804 -5.351 -2.073
H -0.862 -5.956 -2.081
C 2.729 1.906 0.090
C 1.546 2.853 0.295
C 2.213 4.127 0.831
O 3.476 3.667 1.308
C 3.947 2.762 0.379
H 2.900 1.476 -0.896
H 2.621 1.159 0.876
H 0.816 2.507 1.027
H 1.050 3.142 -0.631
H 1.616 4.542 1.643
H 2.306 4.874 0.042
H 4.719 2.109 0.786
H 4.322 3.300 -0.492
Cl -0.425 2.566 3.636
C -1.110 0.912 3.428
C -1.958 0.592 4.737
Cl -0.926 0.163 6.179
H -0.277 0.210 3.435
H -1.720 0.771 2.535
H -2.534 -0.281 4.429
H -2.657 1.399 4.957
Cl -3.170 0.641 -0.228
C -1.642 1.467 -0.413
C -0.648 0.644 -1.255
Cl 0.144 -0.615 -0.214
H -1.186 1.710 0.547
H -1.855 2.458 -0.814
H 0.162 1.256 -1.651
H -1.138 0.163 -2.102
```

Results
* HOMO level: -9.7 eV
* gap between HOMO and LUMO: 10.184 eV
* lowest unoccupied orbital energy: 0.51 eV
* SMILES: C1CCOC1.C1CCOC1.ClCCCl.ClCCCl
* net charge: 0

6.
Here is a structure of composition C12H24CsO6S3 from OMol25. Energies are from ωB97M-V with the def2-TZVPD basis set.

```
46
Properties=species:S:1:pos:R:3
Cs 21.896 24.277 -27.610
C 23.925 27.239 -22.630
C 23.988 28.179 -23.868
C 25.086 27.484 -24.708
S 24.846 25.709 -24.673
O 26.138 25.093 -24.475
O 23.966 25.261 -25.740
C 23.847 25.809 -23.176
H 23.042 27.488 -22.046
H 24.851 27.434 -22.090
H 24.178 29.215 -23.606
H 23.083 28.203 -24.483
H 25.971 27.582 -24.069
H 25.413 27.787 -25.702
H 23.901 24.989 -22.458
H 22.787 25.718 -23.448
C 22.259 22.591 -33.759
C 23.363 21.762 -33.095
C 23.485 22.198 -31.629
S 23.005 23.927 -31.599
O 24.176 24.775 -31.556
O 21.966 24.114 -30.582
C 22.270 24.022 -33.222
H 21.307 22.106 -33.516
H 22.371 22.458 -34.833
H 24.283 21.863 -33.675
H 23.215 20.681 -33.076
H 24.415 21.985 -31.106
H 22.719 21.765 -30.978
H 22.948 24.594 -33.858
H 21.300 24.509 -33.242
C 23.608 28.546 -31.633
C 22.102 28.516 -31.255
C 21.981 28.982 -29.783
S 23.386 28.169 -28.958
O 23.082 26.790 -28.698
O 23.983 28.982 -27.910
C 24.405 28.202 -30.383
H 23.834 29.555 -31.966
H 23.757 27.788 -32.397
H 21.691 27.504 -31.268
H 21.565 29.156 -31.949
H 21.032 28.858 -29.270
H 22.200 30.054 -29.792
H 24.920 27.240 -30.425
H 25.197 28.931 -30.202
```

Results
* relative energy (zero: lowest compared OMol25 entry of this formula, charge and spin): 0.000 eV
* HOMO level: -12.9 eV
* gap between HOMO and LUMO: 10.340 eV
* lowest unoccupied orbital energy: -2.54 eV
* net charge: +1

7.
Here is a structure of composition C12H24F12N2O16S4V from OMol25. Energies are from ωB97M-V with the def2-TZVPD basis set.

```
71
Properties=species:S:1:pos:R:3
O 2.960 -0.482 -0.478
V 1.468 -0.915 -1.020
O 0.593 0.471 -0.869
C 0.915 4.426 -1.780
C 0.047 3.809 -0.627
C 0.899 3.402 0.560
O 0.185 2.808 1.634
C 0.908 2.418 2.731
N -0.967 4.847 -0.178
H -0.471 5.489 0.424
H -1.457 5.420 -0.850
H -1.597 4.327 0.416
H 1.303 5.412 -1.526
H 0.316 4.453 -2.691
H 1.721 3.762 -2.091
H -0.470 2.976 -1.105
H 1.515 4.205 0.964
H 1.519 2.571 0.222
H 1.134 1.354 2.655
H 0.293 2.654 3.599
H 1.885 2.890 2.830
C -2.334 0.335 0.834
C -3.657 -0.167 1.414
C -4.465 -1.181 0.644
O -5.736 -1.461 1.225
C -6.832 -1.822 0.368
N -3.322 -0.630 2.838
H -4.126 -1.032 3.298
H -2.608 -1.344 2.862
H -3.013 0.163 3.383
H -2.493 0.605 -0.210
H -1.454 -0.300 0.936
H -2.157 1.335 1.230
H -4.370 0.654 1.338
H -3.979 -2.117 0.369
H -4.679 -0.593 -0.248
H -7.307 -0.949 -0.081
H -7.656 -2.249 0.940
H -6.528 -2.493 -0.435
C 4.205 -4.962 -1.750
F 4.704 -5.757 -2.829
F 3.931 -5.882 -0.805
F 5.186 -4.216 -1.276
S 2.630 -3.987 -2.376
O 2.546 -2.727 -1.577
O 3.006 -3.778 -3.788
O 1.537 -4.915 -2.235
C -2.510 -0.979 -3.427
F -2.104 0.191 -3.852
F -3.085 -0.917 -2.180
F -3.456 -1.429 -4.233
S -0.964 -2.071 -3.449
O -0.273 -1.857 -4.744
O -0.089 -1.560 -2.327
O -1.399 -3.498 -3.333
C 4.799 1.796 0.289
F 5.335 0.648 -0.012
F 3.934 2.153 -0.671
F 4.146 1.765 1.382
S 6.189 3.139 0.337
O 7.396 2.486 0.908
O 6.343 3.458 -1.083
O 5.604 4.268 1.073
C 1.496 -3.219 3.004
F 2.307 -4.047 2.415
F 0.884 -3.654 4.094
F 2.070 -2.005 3.155
S 0.137 -2.919 1.657
O -0.976 -2.328 2.398
O 0.720 -2.058 0.601
O -0.235 -4.192 1.112
```

Results
* relative energy (zero: lowest compared OMol25 entry of this formula, charge and spin): 4.466 eV
* HOMO level: -5.6 eV
* gap between HOMO and LUMO: 5.295 eV
* lowest unoccupied orbital energy: -0.26 eV
* net charge: -1

8.
Here is a structure of composition C12H24F6NaO8 from OMol25. Energies are from ωB97M-V with the def2-TZVPD basis set.

```
51
Properties=species:S:1:pos:R:3
Na 2.042 0.131 -1.463
C -0.206 -5.283 3.981
O 0.094 -6.630 4.341
O 0.215 -5.125 2.602
C -1.701 -4.630 4.367
F -1.835 -4.816 5.709
F -1.649 -3.346 4.085
F -2.825 -5.145 3.890
C 0.527 -6.935 5.735
C 0.850 -8.440 6.025
H 1.778 -8.836 5.613
H 1.277 -8.637 7.009
H 0.054 -9.139 5.768
H -0.193 -6.646 6.500
H 1.471 -6.449 5.982
H 0.464 -4.687 4.601
C -3.299 0.914 -4.772
O -4.003 0.937 -3.577
O -2.428 -0.190 -4.918
C -4.260 1.328 -6.022
F -3.519 1.685 -7.112
F -5.100 0.339 -6.357
F -5.061 2.360 -5.860
C -4.926 -0.172 -3.257
C -5.626 0.477 -2.086
H -6.270 -0.074 -1.401
H -4.955 0.879 -1.327
H -6.167 1.342 -2.469
H -4.612 -1.129 -2.841
H -5.668 -0.467 -4.000
H -2.562 1.699 -4.601
C 6.440 2.729 -3.197
C 5.411 3.486 -4.074
O 4.264 3.742 -3.312
O 6.145 1.469 -2.962
H 6.794 3.274 -2.321
H 7.296 2.743 -3.871
H 5.059 2.865 -4.898
H 5.654 4.456 -4.507
H 3.687 4.271 -3.868
H 6.992 1.018 -2.938
C 0.484 5.074 2.560
C 1.452 6.241 2.261
O 2.770 5.810 2.287
O 0.255 4.108 1.575
H -0.518 5.471 2.724
H 0.692 4.565 3.501
H 1.297 6.947 3.078
H 1.288 6.739 1.306
H 2.831 5.103 1.641
H -0.200 4.572 0.868
```

Results
* relative energy (zero: lowest compared OMol25 entry of this formula, charge and spin): 0.641 eV
* HOMO level: -3.3 eV
* gap between HOMO and LUMO: 2.247 eV
* lowest unoccupied orbital energy: -1.10 eV
* net charge: -1